This record from the OMol25 dataset describes 2 unconnected molecules or ions with the total composition C5H11P at a distorted geometry. The level of theory is ωB97M-V/def2-TZVPD.

Computed properties:
Spin multiplicity = 1
Charge = 0
Lowest unoccupied orbital energy (spin up / spin down) = -0.0118 / -0.0076 Eh
Relative energy (zero: lowest compared OMol25 entry of this formula, charge and spin) = 109.49 kcal per mole

Each atom is followed by the atoms it is bonded to, with distances in Å.
Geometry (Å):
1 C -1.924 -1.719 0.261  C2 1.294, H7 1.119
2 C -2.519 -0.571 0.205  C1 1.294, C3 1.485, H8 1.097
3 C -2.042 0.811 0.467  C2 1.485, H9 1.026, H10 1.145, H11 1.014
4 C 1.633 1.298 0.165  P6 1.910, H12 1.071, H13 1.165, H14 1.049
5 C 2.087 -1.278 -0.409  P6 1.860, H15 1.187, H16 1.031, H17 1.110
6 P 1.374 -0.374 1.052  C4 1.910, C5 1.860
7 H -2.283 -2.700 -0.137  C1 1.119
8 H -3.487 -0.409 -0.284  C2 1.097
9 H -1.224 0.680 1.072  C3 1.026
10 H -2.923 1.391 0.911  C3 1.145
11 H -1.806 1.176 -0.450  C3 1.014
12 H 1.769 1.174 -0.890  C4 1.071
13 H 0.818 2.092 0.417  C4 1.165
14 H 2.459 1.802 0.569  C4 1.049
15 H 2.171 -2.432 -0.144  C5 1.187
16 H 1.324 -1.227 -1.100  C5 1.031
17 H 3.119 -0.875 -0.480  C5 1.110

---

This record from the OMol25 dataset describes C5H11P in the gas phase at a distorted geometry. The level of theory is ωB97M-V/def2-TZVPD.

Computed properties:
Spin multiplicity = 1
Charge = 0
Lowest unoccupied orbital energy = 0.0433 Eh
Relative energy (zero: lowest compared OMol25 entry of this formula, charge and spin) = 36.00 kcal per mole

Each atom is followed by the atoms it is bonded to, with distances in Å.
Geometry (Å):
1 C 1.990 -0.942 0.790  C2 1.569, H7 1.139, H8 1.144, H9 1.115
2 C 1.215 -0.006 -0.203  C1 1.569, C3 1.479, H10 1.089, H11 1.052
3 C -0.165 0.345 0.198  C2 1.479, C4 1.516, C5 1.587, H12 1.075
4 C -0.849 1.485 -0.529  C3 1.516, C5 1.473, H13 1.097, H14 1.138
5 C -1.402 0.141 -0.775  C3 1.587, C4 1.473, P6 1.879, H15 1.043
6 P -2.960 -0.429 0.109  C5 1.879, H16 1.428, H17 1.413
7 H 2.326 -0.493 1.781  C1 1.139
8 H 3.022 -1.035 0.307  C1 1.144
9 H 1.450 -1.867 1.100  C1 1.115
10 H 1.254 -0.531 -1.157  C2 1.089
11 H 1.807 0.858 -0.302  C2 1.052
12 H -0.420 0.147 1.224  C3 1.075
13 H -1.479 2.305 -0.164  C4 1.097
14 H -0.075 1.929 -1.235  C4 1.138
15 H -1.426 -0.241 -1.745  C5 1.043
16 H -3.894 -0.832 -0.894  P6 1.428
17 H -3.764 0.683 0.442  P6 1.413

---

This record from the OMol25 dataset describes C5H12 in the gas phase at a distorted geometry. The level of theory is ωB97M-V/def2-TZVPD.

Computed properties:
Spin multiplicity = 1
Charge = 0
Lowest unoccupied orbital energy = 0.0473 Eh
Relative energy (zero: lowest compared OMol25 entry of this formula, charge and spin) = 39.51 kcal per mole

Each atom is followed by the atoms it is bonded to, with distances in Å.
Geometry (Å):
1 C 1.287 0.383 2.140  C2 1.514, H6 1.078, H7 1.072, H8 1.083
2 C 1.083 0.616 0.658  C1 1.514, C3 1.610, H9 1.131, H10 1.117
3 C 0.056 -0.411 -0.035  C2 1.610, C4 1.474, H11 1.123, H12 1.091
4 C -0.399 -0.026 -1.383  C3 1.474, C5 1.487, H13 1.072, H14 1.172
5 C -1.833 -0.391 -1.537  C4 1.487, H15 1.077, H16 1.098, H17 1.026
6 H 2.069 0.927 2.645  C1 1.078
7 H 1.756 -0.581 2.162  C1 1.072
8 H 0.347 0.228 2.656  C1 1.083
9 H 2.082 0.499 0.140  C2 1.131
10 H 0.676 1.636 0.453  C2 1.117
11 H 0.260 -1.509 0.079  C3 1.123
12 H -0.903 -0.478 0.481  C3 1.091
13 H -0.360 1.011 -1.651  C4 1.072
14 H 0.345 -0.453 -2.181  C4 1.172
15 H -1.788 -1.198 -2.249  C5 1.077
16 H -2.208 -0.600 -0.527  C5 1.098
17 H -2.471 0.348 -1.851  C5 1.026

---

This record from the OMol25 dataset describes C5H12 in the gas phase at a distorted geometry. The level of theory is ωB97M-V/def2-TZVPD.

Computed properties:
Spin multiplicity = 1
Charge = 0
Lowest unoccupied orbital energy = 0.0456 Eh
Relative energy (zero: lowest compared OMol25 entry of this formula, charge and spin) = 43.77 kcal per mole

Each atom is followed by the atoms it is bonded to, with distances in Å.
Geometry (Å):
1 C -0.693 -0.228 1.978  C2 1.575, H6 1.005, H7 0.999, H8 1.123
2 C 0.608 -0.134 1.095  C1 1.575, C3 1.635, H9 1.039, H10 1.174
3 C 0.551 1.039 -0.042  C2 1.635, C4 1.566, H11 1.031, H12 1.099
4 C -0.256 0.577 -1.302  C3 1.566, C5 1.536, H13 1.209, H14 1.064
5 C -0.005 -0.855 -1.797  C4 1.536, H15 1.108, H16 1.098, H17 1.116
6 H -0.773 0.310 2.824  C1 1.005
7 H -1.368 -0.063 1.260  C1 0.999
8 H -0.693 -1.296 2.324  C1 1.123
9 H 1.436 0.003 1.709  C2 1.039
10 H 0.916 -1.172 0.643  C2 1.174
11 H 0.125 1.947 0.195  C3 1.031
12 H 1.589 1.343 -0.235  C3 1.099
13 H -1.439 0.637 -1.057  C4 1.209
14 H -0.185 1.415 -1.954  C4 1.064
15 H 0.009 -1.544 -0.930  C5 1.108
16 H -0.834 -1.152 -2.453  C5 1.098
17 H 1.013 -0.829 -2.255  C5 1.116

---

This record from the OMol25 dataset describes 2 unconnected molecules or ions with the total composition C5H12 at a distorted geometry. The level of theory is ωB97M-V/def2-TZVPD.

Computed properties:
Spin multiplicity = 2
Charge = +1
Lowest unoccupied orbital energy (spin up / spin down) = -0.2488 / -0.3836 Eh
Relative energy (zero: lowest compared OMol25 entry of this formula, charge and spin) = 30.43 kcal per mole
Expectation value of S² = 0.752

Each atom is followed by the atoms it is bonded to, with distances in Å.
Geometry (Å):
1 C -1.138 3.386 -4.167  C2 1.405, H3 1.085, H4 1.083
2 C -1.563 2.147 -4.675  C1 1.405, H5 1.085, H6 1.080
3 H -0.068 3.548 -4.093  C1 1.085
4 H -1.715 4.272 -3.934  C1 1.083
5 H -0.867 1.354 -4.931  C2 1.085
6 H -2.577 1.940 -4.983  C2 1.080
7 C 0.740 -0.427 2.974  C8 1.530, H10 1.095, H11 1.083, H12 1.096
8 C 1.016 -1.908 3.249  C7 1.530, C9 1.567, H13 1.083, H14 1.083
9 C 0.745 -2.801 1.990  C8 1.567, H15 1.093, H16 1.089, H17 1.100
10 H 0.362 0.126 3.840  C7 1.095
11 H 0.077 -0.298 2.128  C7 1.083
12 H 1.667 0.115 2.757  C7 1.096
13 H 0.422 -2.320 4.054  C8 1.083
14 H 2.080 -2.010 3.419  C8 1.083
15 H 1.628 -2.992 1.373  C9 1.093
16 H 0.273 -3.720 2.334  C9 1.089
17 H 0.067 -2.308 1.278  C9 1.100

---

This record from the OMol25 dataset describes a gas-phase ion, C5H12BrNOP (charge +1). The level of theory is ωB97M-V/def2-TZVPD.

Computed properties:
Spin multiplicity = 1
Charge = +1
Lowest unoccupied orbital energy = -0.1324 Eh

Each atom is followed by the atoms it is bonded to, with distances in Å.
Geometry (Å):
1 O 2.127 -1.159 0.622  P2 1.617, H10 0.971
2 P 2.358 0.394 0.240  O1 1.617, Br3 2.203, N4 1.898
3 Br 1.699 1.428 2.070  P2 2.203
4 N 0.806 0.446 -0.852  P2 1.898, C5 1.516, C9 1.516, H11 1.022
5 C 0.117 -0.859 -1.200  N4 1.516, C6 1.528, H12 1.093, H13 1.089
6 C -0.763 -1.404 -0.077  C5 1.528, C7 1.532, H14 1.092, H15 1.089
7 C -1.081 -0.360 0.998  C6 1.532, C8 1.529, H16 1.091, H17 1.093
8 C -1.310 1.040 0.427  C7 1.529, C9 1.535, H18 1.092, H19 1.091
9 C -0.234 1.511 -0.561  N4 1.516, C8 1.535, H20 1.091, H21 1.088
10 H 2.879 -1.551 1.096  O1 0.971
11 H 1.240 0.740 -1.728  N4 1.022
12 H -0.474 -0.614 -2.086  C5 1.093
13 H 0.894 -1.561 -1.500  C5 1.089
14 H -1.691 -1.760 -0.531  C6 1.092
15 H -0.280 -2.267 0.379  C6 1.089
16 H -1.988 -0.668 1.520  C7 1.091
17 H -0.290 -0.336 1.752  C7 1.093
18 H -2.277 1.069 -0.079  C8 1.092
19 H -1.361 1.762 1.243  C8 1.091
20 H -0.670 1.763 -1.528  C9 1.091
21 H 0.300 2.389 -0.205  C9 1.088

---

- The highest spin multiplicity belongs to which entry?
  number 5